19
Properties=species:S:1:pos:R:3:forces:R:3:lowdin_charge:R:1 method="wB97M-V/def2-TZVPD" relative_energy_ev=6.623 e_homo_ev="-6.2 / -6.2" lumo_ha="0.0202 / 0.0202" mol_weight_g_mol=134.1 gap_ev="6.7 / 6.7"
C -1.61018 -0.51823 -0.85588 -0.036 0.917 1.191 -0.31
C -0.20839 0.52978 0.71002 -2.652 -0.907 -1.608 -0.24
C 0.72834 -0.01576 -0.13747 3.020 0.468 1.803 -0.20
C 1.32606 0.75036 -1.27130 -0.127 -0.020 0.084 -0.07
C 2.21645 0.45655 1.51847 0.043 -1.195 -1.423 -0.12
O -2.84032 0.08786 -0.63018 -0.320 -0.230 -0.065 -0.04
O -1.52426 -1.78753 -0.22466 0.005 0.135 -0.089 -0.07
O -0.78724 -0.09980 1.74171 0.295 0.041 0.052 0.03
O 3.27201 0.90546 1.20116 -0.231 0.233 0.217 -0.01
H -2.34184 -2.28977 -0.37662 0.108 0.164 0.001 0.11
H -2.90662 0.30072 0.31117 0.048 -0.026 -0.119 0.09
H -0.89670 -1.04190 1.49696 0.039 0.094 -0.029 0.11
H -1.45732 -0.58309 -1.93408 0.138 0.034 0.063 0.12
H -0.36516 1.60285 0.72873 -0.052 -0.043 -0.075 0.15
H 0.86623 -1.09068 -0.11420 -0.105 0.016 -0.007 0.13
H 2.06365 -0.03960 2.52270 -0.105 0.374 -0.044 0.08
H 1.06678 0.28805 -2.22454 -0.014 0.007 0.002 0.08
H 0.98397 1.78536 -1.28316 -0.038 -0.028 0.020 0.09
H 2.41453 0.75939 -1.17884 -0.019 -0.035 0.026 0.08


17
Properties=species:S:1:pos:R:3:forces:R:3:lowdin_charge:R:1 method="wB97M-V/def2-TZVPD" relative_energy_ev=1.404 e_homo_ev=-8.2 lumo_ha=0.0308 mol_weight_g_mol=118.2 smiles=CCS[C@@H]1C[C@@H]1O gap_ev=9.1
C 1.86031 -0.54824 2.05496 0.600 1.949 -0.586 -0.18
C 0.79554 -0.52704 0.98243 -0.266 0.382 0.556 -0.55
S -0.11703 1.04244 1.08407 -0.113 -0.184 -0.461 0.91
C -1.28853 0.92748 -0.29178 0.353 0.462 0.959 -0.53
C -1.66952 -0.29380 -1.03986 1.307 -0.747 0.509 -0.09
C -0.91625 0.81145 -1.71630 0.859 -0.529 0.490 -0.36
O 0.45011 0.65591 -2.00163 -0.249 -0.510 -0.530 -0.03
H 2.57296 0.30591 1.91496 -0.400 -0.785 -0.093 0.09
H 1.43264 -0.35986 3.01122 -0.463 -0.119 0.920 0.05
H 2.40834 -1.45844 2.07461 0.429 -0.819 -0.040 0.06
H 1.20387 -0.65253 0.00848 0.393 0.046 -0.804 0.06
H 0.09311 -1.31429 1.15883 -0.473 -0.606 0.112 0.06
H -2.10176 1.59182 -0.09323 -0.306 0.446 0.130 0.09
H -2.67503 -0.50937 -1.22517 -1.425 0.015 -0.431 0.09
H -1.12154 -1.18400 -0.76655 0.280 -0.047 -0.249 0.10
H -1.43474 1.44285 -2.37707 -0.621 0.684 -0.925 0.13
H 0.50750 0.06974 -2.77795 0.095 0.363 0.443 0.11


no.,largest force on an atom (eV/A),calculated total energy (eV)
1,3.55,-13531.269
2,2.12,-18228.495